# 1
Here is a molecular structure, C68H102F36N14O25S12 at a distorted geometry from the Open Molecules 2025 dataset. Energies are from the ωB97M-V functional and the def2-TZVPD basis.

Summary:
HOMO (eV): -11.13
Molecular weight (g/mol): 2584.4
E (Eh): -13672.120653
HOMO-LUMO gap (eV): 5.065
Lowest unoccupied orbital energy (eV): -6.068

```
! wB97M-V def2-TZVPD RIJCOSX def2/J DEFGRID3
* xyz 2 1
C 2.892 9.989 -2.375
C 3.133 9.091 -1.028
C 3.146 7.559 -1.315
N 3.123 6.692 -0.055
C 3.656 5.272 -0.476
C 3.447 4.189 0.626
C 1.973 4.158 1.084
C 1.610 5.465 1.697
C 1.650 6.626 0.631
C 4.175 7.301 1.007
H 2.492 10.984 -2.180
H 2.440 9.548 -3.263
H 3.886 10.276 -2.716
H 2.405 9.390 -0.273
H 4.097 9.522 -0.755
H 4.139 7.426 -1.744
H 2.429 7.098 -1.995
H 2.880 4.996 -1.190
H 4.690 5.277 -0.821
H 3.673 3.194 0.241
H 4.187 4.267 1.423
H 1.286 3.857 0.293
H 1.819 3.405 1.858
H 0.595 5.359 2.080
H 2.284 5.700 2.521
H 0.968 6.449 -0.201
H 1.329 7.624 0.928
H 4.134 6.602 1.842
H 3.841 8.254 1.419
H 5.131 7.267 0.484
C -5.129 6.927 8.000
C -4.244 5.654 7.831
C -3.591 5.542 6.465
N -4.455 4.673 5.390
C -5.803 5.408 5.161
C -6.502 4.799 3.839
C -5.575 4.820 2.620
C -4.267 4.172 2.901
C -3.599 4.695 4.074
C -4.629 3.172 5.953
H -4.592 7.816 7.669
H -5.144 7.062 9.081
H -6.119 6.922 7.545
H -4.781 4.761 8.150
H -3.439 5.779 8.555
H -2.608 5.071 6.491
H -3.448 6.558 6.096
H -5.492 6.439 4.996
H -6.386 5.412 6.081
H -7.349 5.485 3.827
H -6.851 3.776 3.977
H -5.354 5.820 2.246
H -5.990 4.258 1.783
H -3.638 4.411 2.044
H -4.305 3.108 3.134
H -3.352 5.715 3.780
H -2.712 4.096 4.285
H -5.000 2.525 5.159
H -5.459 3.049 6.650
H -3.675 2.906 6.408
C 3.741 -0.956 -4.319
C 4.813 -0.025 -4.848
C 6.000 0.317 -3.806
N 6.970 1.486 -4.373
C 7.628 2.283 -3.217
C 8.562 1.344 -2.395
C 9.703 0.809 -3.267
C 9.221 0.199 -4.565
C 8.033 0.956 -5.226
C 6.283 2.524 -5.242
H 3.085 -1.297 -5.119
H 3.218 -0.307 -3.616
H 4.305 -1.665 -3.712
H 4.406 0.932 -5.174
H 5.250 -0.366 -5.787
H 6.664 -0.493 -3.503
H 5.621 0.864 -2.943
H 6.849 2.645 -2.546
H 8.231 3.146 -3.499
H 8.028 0.486 -1.986
H 9.063 1.863 -1.579
H 10.301 0.126 -2.663
H 10.382 1.641 -3.455
H 9.039 -0.828 -4.249
H 10.080 0.163 -5.235
H 7.473 0.452 -6.014
H 8.530 1.838 -5.630
H 5.406 2.943 -4.750
H 5.977 2.098 -6.198
H 6.959 3.359 -5.427
C -1.596 -5.707 -6.475
N -2.051 -4.359 -5.994
C -2.560 -4.261 -4.732
C -3.323 -3.127 -4.402
C -3.527 -2.082 -5.319
C -2.984 -2.280 -6.622
C -2.291 -3.461 -6.926
C -4.184 -0.866 -4.868
C -5.409 -1.020 -4.130
C -6.072 0.128 -3.692
N -5.595 1.353 -3.961
C -4.423 1.495 -4.678
C -3.637 0.394 -5.024
C -6.365 2.509 -3.454
H -0.584 -5.732 -6.070
H -1.622 -5.807 -7.560
H -2.234 -6.481 -6.050
H -2.335 -5.074 -4.058
H -3.629 -3.132 -3.366
H -3.031 -1.514 -7.382
H -2.179 -3.780 -7.952
H -5.687 -1.983 -3.728
H -6.995 0.101 -3.131
H -4.069 2.509 -4.792
H -2.725 0.681 -5.526
H -5.785 3.430 -3.517
H -6.730 2.342 -2.441
H -7.136 2.655 -4.210
C 0.834 -2.316 4.356
N 1.663 -3.396 3.889
C 1.771 -4.540 4.663
C 2.630 -5.579 4.203
C 3.092 -5.692 2.869
C 2.838 -4.532 2.118
C 2.142 -3.389 2.627
C 3.578 -6.937 2.317
C 4.360 -7.857 3.110
C 4.548 -9.203 2.645
N 4.184 -9.535 1.395
C 3.553 -8.684 0.543
C 3.199 -7.387 1.005
C 4.457 -10.913 0.901
H 0.829 -1.548 3.582
H 1.126 -1.956 5.342
H -0.198 -2.665 4.411
H 1.205 -4.665 5.574
H 2.613 -6.522 4.730
H 3.084 -4.458 1.070
H 2.036 -2.462 2.084
H 4.705 -7.588 4.097
H 5.024 -9.900 3.319
H 3.383 -9.048 -0.460
H 2.785 -6.707 0.275
H 4.869 -10.706 -0.086
H 3.535 -11.485 0.797
H 5.312 -11.286 1.465
C -1.105 -1.247 -2.109
N -0.760 -0.718 -0.739
C -1.871 0.307 -0.443
C -0.671 -1.852 0.277
C 0.552 0.089 -0.875
C 1.051 0.881 0.350
O 1.326 0.002 1.444
H -1.717 -2.145 -2.021
H -0.249 -1.517 -2.728
H -1.648 -0.443 -2.604
H -2.089 0.558 0.595
H -2.812 -0.130 -0.780
H -1.628 1.155 -1.083
H 0.099 -2.557 -0.036
H -1.548 -2.471 0.085
H -0.501 -1.483 1.288
H 0.351 0.668 -1.776
H 1.398 -0.565 -1.090
H 0.411 1.626 0.824
H 1.962 1.440 0.136
H 2.194 0.106 1.839
C -1.310 0.045 5.866
F -2.704 0.138 5.667
F -1.072 -1.221 6.340
F -0.598 0.136 4.742
S -0.579 1.437 6.996
O 0.867 1.221 7.091
O -0.919 2.721 6.366
N -1.434 1.018 8.465
S -1.705 2.314 9.245
O -0.650 3.318 9.356
O -3.010 2.891 9.024
C -1.655 1.610 11.126
F -1.304 0.296 11.240
F -0.860 2.446 11.848
F -2.900 1.787 11.526
C 3.732 -4.891 -2.456
F 4.537 -4.272 -1.526
F 4.117 -4.769 -3.654
F 3.781 -6.236 -2.155
S 1.913 -4.130 -2.285
O 2.112 -2.673 -2.139
O 1.119 -4.514 -3.445
N 1.387 -4.851 -0.717
S 0.172 -5.611 -0.996
O -0.936 -4.809 -1.526
O 0.500 -6.841 -1.781
C -0.417 -6.180 0.720
F -1.458 -6.965 0.604
F 0.552 -6.843 1.384
F -0.719 -5.045 1.551
C -5.938 -4.608 0.723
F -4.847 -4.631 1.467
F -5.920 -5.590 -0.199
F -7.071 -4.778 1.517
S -5.975 -2.841 -0.104
O -4.632 -2.574 -0.619
O -6.921 -2.776 -1.215
N -6.513 -1.791 1.172
S -5.796 -0.527 0.905
O -4.390 -0.468 1.446
O -5.959 0.047 -0.431
C -6.733 0.753 2.066
F -8.004 0.265 2.195
F -6.045 0.985 3.133
F -6.979 1.837 1.302
C -4.939 -8.813 -2.052
F -5.715 -8.562 -1.055
F -3.726 -9.240 -1.575
F -5.467 -9.821 -2.780
S -4.553 -7.307 -3.307
O -4.574 -6.155 -2.430
O -3.285 -7.671 -3.989
N -6.027 -7.246 -4.335
S -5.465 -7.278 -5.768
O -4.777 -6.058 -6.286
O -4.897 -8.584 -6.172
C -7.138 -7.243 -6.700
F -7.063 -7.682 -7.991
F -7.966 -8.053 -6.012
F -7.689 -5.994 -6.760
C 0.299 1.925 -4.791
F 0.043 0.828 -4.123
F 1.182 1.691 -5.738
F -0.746 2.351 -5.448
S 0.877 3.371 -3.436
O 2.171 2.870 -2.879
O 1.003 4.690 -4.141
N -0.457 3.093 -2.402
S -1.194 4.413 -2.388
O -0.731 5.545 -1.608
O -1.666 4.734 -3.730
C -2.818 3.833 -1.500
F -3.435 2.976 -2.355
F -2.527 3.244 -0.312
F -3.539 4.875 -1.317
C 3.142 1.587 4.595
F 1.933 1.093 4.596
F 3.326 2.683 3.738
F 3.461 1.838 5.873
S 4.303 0.151 3.872
O 5.668 0.518 4.284
O 3.841 -1.101 4.387
N 3.883 0.154 2.211
S 5.243 -0.122 1.562
O 5.877 1.194 1.271
O 6.122 -1.209 2.025
C 4.626 -0.939 -0.129
F 5.647 -1.006 -0.976
F 4.141 -2.172 0.060
F 3.777 -0.116 -0.752
*
```

These are the Löwdin partial charges, in e, on atoms 1 to 2: number 1, C, carries -0.0673; number 2, C, carries -0.1838

=====

# 2
Here is 6 unconnected molecules or ions with the total composition H12O6 from the Open Molecules 2025 dataset. Energies are from the ωB97M-V functional and the def2-TZVPD basis.

Summary:
SMILES string: O.O.O.O.O.O
HOMO (eV): -10.26
Molecular weight (g/mol): 108.1
Energy relative to the best compared isomer or geometry (same formula, charge and spin) (kJ/mol): 172.6
E (Eh): -458.606742
HOMO-LUMO gap (eV): 10.905
Lowest unoccupied orbital energy (eV): 0.649

```
! wB97M-V def2-TZVPD RIJCOSX def2/J DEFGRID3
* xyz 0 1
O 0.397 -1.030 -0.276
H 0.684 -0.149 -0.010
H -0.555 -1.021 -0.129
O -2.701 -2.088 -0.715
H -3.526 -1.661 -0.456
H -2.790 -2.990 -0.387
O 2.578 -2.213 0.663
H 2.504 -2.561 -0.232
H 3.508 -1.975 0.747
O 0.038 3.694 -0.139
H 0.501 4.237 -0.786
H 0.469 3.905 0.697
O 3.322 0.653 -0.480
H 4.154 1.025 -0.165
H 3.216 -0.155 0.035
O -3.589 0.582 0.536
H -3.910 1.191 1.210
H -4.300 0.554 -0.113
*
```

These are the Löwdin partial charges, in e, on atoms 1 to 2: number 1, O, carries -0.0633; number 2, H, carries 0.0287

=====

# 3
Here is a molecular structure, C18H12N4O2V from the Open Molecules 2025 dataset. Energies are from the ωB97M-V functional and the def2-TZVPD basis.

Summary:
HOMO (spin up / spin down) (eV): -7.05 / -6.26
Molecular weight (g/mol): 367.3
E (Eh): -2006.674600
HOMO-LUMO gap (spin up / spin down) (eV): 6.547 / 5.602
Lowest unoccupied orbital energy (spin up / spin down) (eV): -0.502 / -0.662

```
! wB97M-V def2-TZVPD RIJCOSX def2/J DEFGRID3
* xyz 0 2
V 0.241 -0.133 -0.541
O -3.563 1.374 -0.509
C -2.399 1.032 -0.672
N -1.703 0.007 -0.139
C -2.199 -0.871 0.863
C -3.519 -0.986 1.264
C -3.838 -1.874 2.290
C -2.853 -2.618 2.914
C -1.518 -2.497 2.531
C -1.191 -1.632 1.501
N 0.118 -1.367 1.015
C 1.257 -1.729 1.641
O 1.432 -2.398 2.651
C 2.464 -1.172 0.910
C 3.739 -1.389 1.398
C 4.828 -0.885 0.716
C 4.607 -0.169 -0.454
C 3.313 0.019 -0.883
N 2.240 -0.463 -0.227
C -1.519 1.842 -1.605
C -2.016 2.968 -2.234
C -1.204 3.691 -3.086
C 0.098 3.256 -3.292
C 0.535 2.131 -2.629
N -0.241 1.419 -1.789
H -4.277 -0.387 0.787
H -4.870 -1.969 2.602
H -3.111 -3.298 3.716
H -0.741 -3.058 3.027
H 3.824 -1.962 2.311
H 5.833 -1.048 1.081
H 5.424 0.239 -1.032
H 3.111 0.570 -1.792
H -3.043 3.234 -2.025
H -1.577 4.574 -3.587
H 0.773 3.779 -3.955
H 1.547 1.771 -2.768
*
```

These are the Löwdin partial charges, in e, on atoms 1 to 2: number 1, V, carries 1.0294; number 2, O, carries 0.0444